No. 1
An isolated ion of composition C4H9N4O and charge +1 in a non-equilibrium geometry, computed with wB97M-V/def2-TZVPD.

Cartesian coordinates (Å):
C  0.066  -1.664  -0.844
N  0.821  -0.337  -0.470
C  0.692  0.792  -1.354
N  -0.414  1.654  -0.992
C  -1.072  1.855  -0.028
N  -2.030  2.338  0.701
N  0.318  0.090  0.810
C  0.798  -0.376  1.860
O  1.894  -1.191  1.966
H  0.734  -2.049  -1.580
H  0.158  -2.326  -0.059
H  -0.890  -1.515  -1.053
H  0.375  0.261  -2.280
H  1.530  1.375  -1.508
H  -1.907  2.543  1.753
H  -2.824  2.828  0.345
H  0.385  -0.010  2.824
H  2.245  -1.439  1.110

Results
Total charge ... +1
Energy above the lowest of the compared OMol25 structures with the same formula, charge and spin ... 3.796 eV
F_max ... 6.0 eV Å⁻¹
2S+1 ... 1
Gap between HOMO and LUMO ... 9.27 eV
SMILES ... CN(CN=C=[NH2+])/N=C\O

No. 2
C4H9N4O as an isolated structure in a non-equilibrium geometry, computed with wB97M-V/def2-TZVPD.

Cartesian coordinates (Å):
C  -0.692  1.686  -0.796
C  1.107  0.977  1.068
C  -0.577  -0.348  -0.959
C  -1.416  -1.442  -0.408
N  -1.183  0.763  -1.730
N  -0.251  0.707  -0.042
N  1.393  2.245  1.261
N  1.686  -0.080  1.462
O  -0.615  2.895  -0.627
H  0.208  -0.761  -1.602
H  -2.546  -1.168  -0.298
H  -1.185  -1.572  0.642
H  -1.197  -2.349  -1.029
H  -1.935  0.758  -2.342
H  0.827  2.982  0.794
H  1.918  2.608  2.100
H  1.416  -1.038  1.073
H  2.618  0.001  1.951

Results
Total charge ... +1
Energy above the lowest of the compared OMol25 structures with the same formula, charge and spin ... 2.031 eV
F_max ... 9.3 eV Å⁻¹
2S+1 ... 1
Gap between HOMO and LUMO ... 10.42 eV

> Which value of 2S+1 does entry 2 give?

1

> What is the F_max in the second record?

9.3 eV Å⁻¹